C6H11NO as an isolated structure in a non-equilibrium geometry, computed with wB97M-V/def2-TZVPD.

Properties
Energy relative to the best compared isomer or geometry (same formula, charge and spin) = 48.0 kcal/mol
Maximum force = 1.04 eV Å⁻¹
DFT total energy = -365.1549 Eh
LUMO = 0.918 eV
Charge = 0
HOMO-LUMO gap = 0.3060 Eh

Last column: natural (NBO) charge in e.
Geometry (Å):
H -1.3961 2.0669 -0.9983  0.3709
C -1.7599 -2.0886 0.2024  -0.6665
C 0.3261 0.5990 0.8805  0.0912
H -2.3174 -2.0391 -0.7184  0.2232
O 0.2932 -0.8380 1.0635  -0.5154
C 2.2502 0.1443 -0.7125  -0.6050
H -2.6256 0.9385 -0.8886  0.3748
H 1.5464 -0.1714 -1.4882  0.2063
H 2.5709 -0.7310 -0.1547  0.2197
C 1.5790 1.1540 0.2117  -0.4167
C -0.9236 -0.8651 0.3646  0.2364
N -1.8514 1.3829 -0.4120  -0.8152
H -1.1010 -2.9755 0.2075  0.2343
H 2.2860 1.4551 0.9861  0.2046
H 1.2893 2.0432 -0.3425  0.2011
H -2.4830 -2.1974 1.0265  0.2226
H 0.1548 1.0834 1.8494  0.1889
H 3.1284 0.5938 -1.1839  0.2052
C -0.9660 0.4448 0.1068  0.0398

Forces on the atoms, in the same order (eV/Å):
H -0.097 -0.006 -0.155
C 0.625 -0.085 0.812
C -0.508 0.569 -0.007
H -0.144 -0.064 -0.400
O 0.477 -0.802 0.459
C -0.102 0.252 -0.182
H 0.036 0.232 -0.075
H 0.163 -0.076 0.013
H -0.025 -0.064 -0.012
C 0.017 -0.634 0.253
C -0.355 0.352 -0.259
N -0.182 -0.080 0.042
H -0.369 0.329 -0.127
H 0.010 0.111 -0.010
H 0.011 0.243 -0.029
H 0.250 -0.003 -0.169
H 0.020 -0.094 -0.096
H -0.117 -0.071 -0.048
C 0.290 -0.110 -0.011

=====

A 2-piece molecular cluster, C6H11NO overall in a non-equilibrium geometry, computed with wB97M-V/def2-TZVPD.

Properties
Energy relative to the best compared isomer or geometry (same formula, charge and spin) = 223.7 kcal/mol
Maximum force = 7.03 eV Å⁻¹
DFT total energy = -364.8750 Eh
LUMO = 0.807 eV
Charge = 0
HOMO-LUMO gap = 0.3323 Eh

Last column: natural (NBO) charge in e.
Geometry (Å):
C -1.5247 -0.4240 -0.1737  -0.1633
H 1.1050 -2.4273 -0.2192  0.2112
H -2.9706 0.8533 0.3407  0.3498
C -0.6767 -0.9171 0.8852  -0.3997
C -1.0783 1.1109 -0.0652  -0.0874
C 1.3952 -1.2186 -0.5904  -0.6223
O 1.2174 2.3178 0.3799  -0.7084
H -1.2447 -0.8216 -1.1920  0.1890
H 1.0090 0.8866 -1.4885  0.2122
H -1.2872 1.5361 0.9494  0.1870
H -0.4409 -1.9890 0.8473  0.2101
C 0.5630 1.0847 -0.3575  0.0703
H -0.8964 -0.4659 2.0491  0.2223
H 1.5175 -0.4717 1.3928  0.2396
H 2.8487 -1.3362 -0.4915  0.2331
N -2.4428 0.6894 -0.4720  -0.5177
H 0.8306 -0.8957 -1.6083  0.2091
C 0.7842 -0.3070 0.4286  -0.3046
H 1.2917 2.7952 -0.6148  0.4698

Forces on the atoms, in the same order (eV/Å):
C 0.491 2.559 -2.726
H 0.847 3.421 -1.589
H -1.209 0.785 1.041
C 2.272 0.872 3.935
C -0.019 -0.771 0.135
C 1.631 -3.940 -0.318
O -1.195 -1.029 -6.847
H -0.129 0.218 1.222
H -1.362 1.221 2.926
H 1.495 -0.518 -0.612
H -0.805 0.022 0.663
C -0.725 0.272 1.366
H 0.351 -1.586 -3.341
H -1.742 1.521 -2.157
H -4.699 0.873 -0.947
N 1.019 -0.608 -1.443
H 2.240 -1.709 1.725
C 1.418 -0.715 2.466
H 0.120 -0.888 4.501

=====

A 2-piece molecular cluster, C6H11NO overall, computed with wB97M-V/def2-TZVPD.

Properties
Energy relative to the best compared isomer or geometry (same formula, charge and spin) = 67.1 kcal/mol
Maximum force = 0.72 eV Å⁻¹
DFT total energy = -365.1246 Eh
LUMO = 0.824 eV
Charge = 0
HOMO-LUMO gap = 0.3430 Eh
Structure (SMILES) = C/C=C/O.C=CN=C

Last column: natural (NBO) charge in e.
Geometry (Å):
H 0.7904 -3.9678 2.1839  0.1551
H -1.6820 1.6530 -0.5461  0.1591
H 2.4208 -3.2647 2.8350  0.1768
C -0.3707 -2.3788 0.1464  -0.4563
H 1.6027 2.3705 -0.1850  0.2098
H -3.2148 2.8443 -1.5318  0.4753
C 1.0116 1.8073 -0.9095  -0.6264
H -0.7333 -1.1067 1.8144  0.2002
N 1.1573 -1.9603 1.9681  -0.4013
H 0.3568 -3.0240 -0.3308  0.2006
H -1.3261 -2.2361 -0.3328  0.2084
C -0.0929 2.6781 -1.4525  -0.2704
H 1.6646 1.4795 -1.7182  0.2116
C 1.4659 -3.1262 2.3433  -0.0445
H 0.1920 3.5074 -2.0897  0.2027
C -1.3748 2.4110 -1.2558  0.1119
C -0.0769 -1.8035 1.3057  -0.0384
O -2.3641 3.1841 -1.8173  -0.6854
H 0.5735 0.9330 -0.4273  0.2114

Forces on the atoms, in the same order (eV/Å):
H 0.080 -0.172 0.074
H -0.166 -0.254 -0.170
H 0.069 -0.200 0.047
C 0.030 -0.128 0.182
H 0.143 -0.168 0.015
H -0.069 0.054 -0.035
C -0.524 0.414 0.021
H -0.126 0.000 -0.118
N -0.149 -0.037 0.000
H -0.049 0.014 -0.067
H -0.024 0.117 -0.058
C 0.186 -0.433 -0.203
H 0.067 -0.060 0.065
C -0.006 0.346 -0.108
H -0.124 0.052 -0.048
C 0.291 0.639 0.139
C 0.170 0.084 0.040
O -0.013 -0.211 0.140
H 0.214 -0.058 0.084

=====

C6H11NO as an isolated structure in a non-equilibrium geometry, computed with wB97M-V/def2-TZVPD.

Properties
Energy relative to the best compared isomer or geometry (same formula, charge and spin) = 251.7 kcal/mol
Maximum force = 10.34 eV Å⁻¹
DFT total energy = -364.8304 Eh
LUMO = 0.586 eV
Charge = 0
HOMO-LUMO gap = 0.3492 Eh

Last column: natural (NBO) charge in e.
Geometry (Å):
O -2.4681 0.6253 -1.0029  -0.7827
H 1.5421 -1.2665 -1.9055  0.2049
C -2.4812 -0.3286 0.2935  -0.0988
C 0.2622 -0.5425 -0.4329  -0.2430
C 1.4804 -0.9263 -0.7362  -0.2838
C -0.9143 -0.8232 0.4403  -0.1686
C 1.1303 1.2067 0.1721  -0.2142
H 0.9805 1.6129 -0.8653  0.2096
H 2.1217 -1.4887 -0.0986  0.2306
H -2.6519 0.5751 1.3336  0.2009
H 1.5610 1.8418 0.8969  0.2044
H 2.9056 -0.0050 0.7996  0.3004
H -3.4253 -0.9896 -0.1696  0.2434
H -0.9700 -1.7740 1.0600  0.2404
N 2.2865 0.2677 -0.3245  -0.5714
H -0.0463 0.2642 -1.2264  0.2353
H 0.7765 -0.0883 1.6216  0.1912
C 0.0957 0.2592 0.7550  -0.3608
H -2.1854 1.5796 -0.6105  0.4622

Forces on the atoms, in the same order (eV/Å):
O 0.965 2.174 3.883
H 0.492 1.002 2.769
C 0.034 3.542 -2.398
C -10.163 0.700 -1.783
C 8.432 -3.415 -3.645
C -3.355 -0.295 0.136
C 1.634 0.940 -2.075
H -0.828 0.852 1.595
H -0.935 -2.755 -0.004
H 0.049 -3.563 -3.157
H 0.407 1.180 0.469
H -2.386 0.747 -4.424
H 2.793 1.167 2.285
H 0.901 1.564 -0.277
N 1.644 1.876 4.284
H -0.222 -2.342 0.887
H -1.258 -0.075 -0.892
C 2.747 0.111 3.853
H -0.949 -3.412 -1.505

=====

C6H11NO as an isolated structure in a non-equilibrium geometry, computed with wB97M-V/def2-TZVPD.

Properties
Energy relative to the best compared isomer or geometry (same formula, charge and spin) = 114.6 kcal/mol
Maximum force = 2.45 eV Å⁻¹
DFT total energy = -365.0489 Eh
LUMO (spin up / spin down) = -0.454 / -0.455 eV
Charge = 0
HOMO-LUMO gap (spin up / spin down) = 0.2793 / 0.2792 Eh

Last column: natural (NBO) charge in e.
Geometry (Å):
C -0.2421 -1.2498 -0.9412  0.6003
C 0.8770 0.9349 -0.6915  0.0853
O 0.0269 -2.3394 -1.3753  -0.5460
H -0.4735 2.5581 -0.6514  0.2590
C -0.9176 -1.0408 0.3912  -0.0693
H 1.9144 0.7242 -0.4732  0.2079
H -0.7334 0.5205 -2.0245  0.2481
N -1.7210 0.0476 0.5273  -0.8395
H 0.9089 0.0848 1.7819  0.1988
H 0.8302 -0.2368 -2.4860  0.2537
H 1.6707 -1.2844 0.8971  0.2019
C 0.1731 1.9504 -0.0131  -0.7093
C 0.1879 0.0562 -1.6593  -0.6048
H -2.3293 -0.0728 1.3338  0.3593
H -0.8376 1.2375 0.4754  0.3667
H -1.2586 -1.9891 0.8099  0.2103
H 0.7538 2.5771 0.6564  0.2295
H 0.4102 -1.5838 2.1017  0.2133
C 0.7602 -0.8943 1.3408  -0.6650

Forces on the atoms, in the same order (eV/Å):
C -0.088 -0.102 0.252
C -0.996 0.784 0.597
O 0.007 0.130 -0.090
H -0.397 -0.349 0.135
C 2.434 -0.120 0.252
H 0.003 -0.096 0.167
H 0.075 0.009 -0.018
N 0.169 1.727 -0.102
H -0.141 0.080 -0.088
H -0.013 -0.031 -0.044
H -0.068 -0.052 -0.239
C 1.421 -0.045 -1.243
C -0.069 0.003 -0.084
H 0.161 0.242 -0.015
H -1.075 -1.659 0.350
H -0.006 0.113 -0.018
H -0.082 -0.187 0.244
H 0.249 -0.017 0.183
C -1.584 -0.430 -0.240

=====

One molecule with the formula C6H11NO in a non-equilibrium geometry, computed with wB97M-V/def2-TZVPD.

Properties
Energy relative to the best compared isomer or geometry (same formula, charge and spin) = 94.1 kcal/mol
Maximum force = 4.76 eV Å⁻¹
DFT total energy = -365.0815 Eh
LUMO = 0.945 eV
Charge = 0
HOMO-LUMO gap = 0.3262 Eh
Structure (SMILES) = C[C@@]1(N)[C@]2(C)O[C@]12C

Last column: natural (NBO) charge in e.
Geometry (Å):
H 0.4335 -2.2201 1.3600  0.2263
H 1.6989 0.8804 -2.2021  0.3507
C 0.6609 -0.0455 -0.6861  0.1464
H -1.1914 -1.1641 -0.9422  0.2239
H 2.4701 0.9051 -0.7634  0.3723
H -1.0413 -1.2492 1.4869  0.2077
H 0.2475 -1.9253 -1.6398  0.2395
H -1.7516 1.2077 1.4070  0.2136
N 1.9082 0.3147 -1.3810  -0.8308
C 0.0892 1.0527 0.3013  0.1814
C -0.2488 -0.9656 -1.4591  -0.6378
O 0.9245 1.2157 1.4325  -0.4574
H -1.9618 1.0032 -0.3487  0.2146
H 0.2431 -1.0679 2.6907  0.2432
C -1.3366 1.4560 0.4248  -0.6535
H -0.4892 -0.5256 -2.4326  0.2265
H -1.4076 2.5421 0.3068  0.2261
C 0.0440 -1.2336 1.6271  -0.6572
C 0.7083 -0.1806 0.8178  0.1645

Forces on the atoms, in the same order (eV/Å):
H -0.023 0.112 0.083
H -0.054 -0.136 0.144
C 2.918 3.250 1.885
H 0.170 0.086 0.000
H -0.257 -0.316 -0.166
H -0.019 0.032 0.028
H 0.055 0.243 0.097
H 0.060 -0.038 0.005
N -0.204 -0.455 -0.011
C -2.645 -1.082 -0.675
C -0.226 0.188 0.126
O 1.326 -1.839 -2.644
H 0.131 0.007 0.025
H -0.042 -0.094 -0.185
C -0.173 0.365 0.108
H 0.086 -0.023 0.127
H -0.129 -0.090 0.006
C 0.105 -0.155 0.547
C -1.078 -0.055 0.500

=====

One molecule with the formula C6H11NO in a non-equilibrium geometry, computed with wB97M-V/def2-TZVPD.

Properties
Energy relative to the best compared isomer or geometry (same formula, charge and spin) = 34.8 kcal/mol
Maximum force = 4.74 eV Å⁻¹
DFT total energy = -364.9819 Eh
LUMO (spin up / spin down) = 1.018 / -0.437 eV
Spin multiplicity = 3
Charge = 0
HOMO-LUMO gap (spin up / spin down) = 0.2734 / 0.3826 Eh

Last column: natural (NBO) charge in e.
Geometry (Å):
C 1.7412 -1.1555 0.9069  -0.6648
H 0.0437 0.8600 1.4928  0.2053
N -1.7647 -0.8760 0.9102  0.0115
H 1.1592 -1.6406 -1.5239  0.2158
C 0.8941 -0.3019 0.0249  0.1141
H -3.1438 0.7956 0.4357  0.1546
H 1.9700 -0.6288 1.8986  0.2089
C -1.1178 1.3601 -0.1506  -0.4494
H 2.6745 -1.1114 0.4036  0.2142
H 1.2602 0.1095 -1.9914  0.1983
H 1.2320 -2.0529 0.9460  0.2266
C 0.7534 -0.6368 -1.3707  -0.6868
C 0.2805 0.9900 0.4192  -0.4670
H -1.4927 2.2049 0.3613  0.2170
H -1.0106 1.5542 -1.1681  0.2258
H -0.3192 -0.5275 -1.6568  0.2217
C -2.0960 0.2966 0.2667  0.1581
H 1.1239 1.6300 0.2443  0.2228
O -2.1880 -0.8695 -0.4487  -0.3266

Forces on the atoms, in the same order (eV/Å):
C 0.222 4.231 0.913
H 0.779 0.664 -0.044
N -0.375 -1.101 -0.391
H -0.261 0.120 -0.635
C -0.872 0.406 0.335
H 1.689 -1.155 0.191
H -0.765 -1.108 -1.045
C 1.965 -1.302 1.875
H 1.261 -1.113 -0.379
H 0.399 -0.106 -0.368
H -0.277 -2.403 0.638
C -0.588 -0.259 -0.849
C -0.733 -1.275 1.824
H 0.011 1.388 0.284
H -0.599 0.147 -1.914
H 0.803 -0.657 -0.183
C -2.897 3.619 -1.013
H -0.096 1.638 0.142
O 0.332 -1.733 0.617

=====

One molecule with the formula C6H11NO2 in a non-equilibrium geometry, computed with wB97M-V/def2-TZVPD.

Properties
Energy relative to the best compared isomer or geometry (same formula, charge and spin) = 50.7 kcal/mol
Maximum force = 2.78 eV Å⁻¹
DFT total energy = -440.4064 Eh
LUMO = 0.725 eV
Charge = 0
HOMO-LUMO gap = 0.3370 Eh
Structure (SMILES) = C=C(O)CC(=O)N(C)C

Last column: natural (NBO) charge in e.
Geometry (Å):
N -0.5131 -0.8362 0.3322  -0.4712
H 1.0370 0.2787 -2.1980  0.2228
H -1.3037 1.8204 0.4903  0.2378
C -0.9428 1.3986 -0.4495  -0.5504
H -1.3187 1.9638 -1.3067  0.2558
C 1.4314 0.9198 -1.4146  -0.5651
H 0.9142 -2.1987 -0.3609  0.1930
H -0.2766 -2.9282 0.7014  0.1917
O 1.1493 2.1075 0.6221  -0.6967
H -0.7055 -2.5472 -0.9395  0.2383
C -0.3806 -0.5374 1.7540  -0.4021
C -1.3146 -0.0566 -0.5609  0.6988
H -0.7957 -1.3623 2.3389  0.1950
O -1.8579 -0.5368 -1.5483  -0.5878
H 2.4525 1.2691 -1.5071  0.2012
H -0.8742 0.3921 2.0360  0.2112
H 2.1121 2.1667 0.5007  0.4796
H 0.6844 -0.4532 1.9836  0.1967
C 0.6442 1.3185 -0.3940  0.3705
C -0.1417 -2.1785 -0.0797  -0.4190

Forces on the atoms, in the same order (eV/Å):
N -2.240 -0.276 -0.638
H -0.007 0.275 0.058
H 0.112 0.204 -0.146
C 1.410 -0.653 0.847
H 0.232 -0.151 0.245
C -0.977 -0.108 0.558
H 0.154 0.076 0.021
H -0.098 0.203 0.265
O -0.093 -0.372 -0.211
H -0.096 0.466 0.095
C 0.443 -0.118 -0.471
C 1.466 -1.724 -0.711
H -0.069 0.103 0.050
O 0.256 0.474 1.207
H 0.106 -0.318 0.257
H 0.042 -0.110 -0.123
H -0.365 -0.063 0.113
H -0.007 0.084 0.258
C -0.282 2.314 -1.523
C 0.011 -0.307 -0.153